Record 1
Molecular formula: C26H36Cl3CoN3O2SSi3
Method: DFT, the ωB97M-V functional and the def2-TZVPD basis

Element x y z (Å)
Si -2.88907 0.97472 -0.79462
C -2.95211 0.58419 -2.62500
C -1.15104 1.23251 -0.16824
C 3.80689 -1.22942 1.27774
H 6.69540 -0.99267 -0.38354
C 0.71018 -5.50006 -2.94370
C 0.46961 -1.81629 4.16385
C 5.63303 -0.97787 -0.18406
H -4.23643 -1.13617 -0.66986
H -3.49569 3.25778 0.06528
C 0.53192 1.01666 -2.78722
C 0.76422 1.81668 3.47409
H -1.91985 4.37740 1.82432
C 3.38322 -0.61072 -1.02667
C 5.18309 -1.27027 1.08654
N -0.65877 -1.40961 2.19757
H 1.54238 1.27955 -3.10579
H -2.44006 -0.35077 -2.84599
O -0.51569 -1.96926 -1.30320
C -0.04263 -3.25128 -3.23107
C -0.96178 3.93149 1.55153
H 5.86727 -1.51241 1.88772
H 0.07652 1.63062 4.30600
H 0.48192 -4.52754 -4.85123
H -2.89595 0.63136 2.57495
H 1.37588 3.53133 0.18265
H 1.00972 2.88028 3.46040
H -4.36396 -0.25238 0.84765
H -3.99529 0.47652 -2.93092
H -1.55486 3.28493 -2.97120
H 2.25105 3.07618 -1.27504
H 2.70164 -0.34133 -1.81954
H 1.68931 1.26626 3.66104
H 1.26234 -1.92925 4.88370
Cl 1.25294 -6.95963 -3.62860
H -3.48285 2.24187 2.19863
H -0.24033 4.24743 2.30652
H 0.52037 -0.03799 -2.50652
C -3.67465 -0.54074 0.05248
Cl -0.04687 -4.15204 0.70612
N 3.01528 -1.46034 2.39428
H -2.43556 2.00432 3.58731
C 0.16015 -4.24191 -0.98917
C 4.74683 -0.65366 -1.22492
C -2.61769 1.68279 2.55851
H 3.33612 -1.74037 3.30514
C -1.63918 -1.66928 3.00998
C -3.99661 2.48240 -0.51667
H -2.50820 1.36811 -3.23799
H -4.27464 2.93106 -1.47192
C 0.58355 -5.40983 -1.54821
Co -0.36317 -0.61103 0.21823
H -2.92664 -1.20785 0.49383
Si -1.12021 2.05701 1.48611
H -2.67664 -1.66210 2.71352
H -4.92184 2.22491 0.00105
S -1.16702 -2.02302 4.60632
C -0.16038 -3.06680 -1.78701
H 2.02561 1.90384 0.02833
H -1.45699 4.21069 -1.48417
C 0.55289 -1.49571 2.84845
H -0.13228 4.26269 -2.64486
H -0.11981 1.11939 -3.65543
C 1.54693 2.71667 -0.52132
C 1.73111 -1.28012 2.01830
H 0.81281 -6.26338 -0.92749
H 5.14852 -0.42466 -2.20201
H -0.64806 4.37551 0.60964
Si -0.03172 2.13511 -1.36792
Cl -0.43195 -1.94566 -4.24625
C -0.87505 3.60926 -2.18161
C 2.91536 -0.90960 0.25127
C 0.39084 -4.42724 -3.77963
N 1.62014 -0.94528 0.75297
O 0.22646 1.38403 2.24662

Properties
Total charge = +1
Multiplicity = 5
Calculated total energy = -145773.58328 eV
ΔE to the lowest compared entry with this formula, charge and spin = 0.3818 eV
Orbital gap (spin up / spin down) = 7.782 / 5.435 eV
HOMO energy (spin up / spin down) = -10.63 / -11.16 eV

=====

Record 2
Molecular formula: C26H36ClN4O4S
Method: DFT, the ωB97M-V functional and the def2-TZVPD basis

Element x y z (Å)
H -5.83144 0.82940 -3.00909
H 2.33802 0.12656 4.42350
N 1.51794 1.53359 2.10395
H 3.20185 -4.44976 -1.88288
O 4.12456 -4.91653 0.31474
S 0.85823 0.29270 1.28491
H 2.55154 -2.44672 -3.25772
H -1.36865 0.11376 -0.16240
H -2.72585 4.10947 -2.75977
H 0.03489 1.43929 3.49598
C 1.45488 -1.31410 1.85995
C 2.15445 -3.94597 2.37668
O -0.57562 0.30117 1.48852
C 2.86420 1.91724 1.74356
H -2.41462 2.03645 -0.00659
H 2.92684 1.82515 0.65683
H 1.14766 2.28645 5.37635
C -4.88381 0.50501 -3.44853
H 2.57709 -1.48619 0.08269
C 1.68359 -2.38347 -2.61915
H -4.24890 2.71913 -1.41837
N 2.65139 -4.03430 -1.14018
C 2.53957 -3.35089 1.17894
H 4.84014 0.57724 4.27199
C 4.08816 1.27371 3.89614
H 2.42435 -4.97374 2.56534
H -5.34615 -1.57684 -3.32500
C -1.27366 -0.15233 -2.17402
C 0.70953 -1.43838 -2.86473
H -1.42235 -2.18323 -0.34056
H 4.89101 1.25564 1.90833
H 4.46325 2.28451 4.07059
H -4.88348 3.22128 -3.62643
H -4.01861 2.40524 -4.93918
H -4.99064 0.52011 -4.53425
C 3.19463 -4.17571 0.11206
H -4.42469 -1.00463 -1.94299
H 0.27206 -3.91107 0.04713
C 0.88244 2.08833 3.27785
C 1.00336 -1.93708 3.01449
C 1.57934 -3.21731 -1.50767
O 1.26454 0.39574 -0.09075
H -2.84271 1.02142 -3.29931
C 0.40982 -3.18909 -0.74235
H 3.69598 -0.00594 2.20708
N -3.83003 1.48187 -3.07997
C -2.76843 3.65330 -3.74464
H -4.39486 0.98717 -1.10888
C -0.37069 -1.29835 -1.99653
H 0.48129 3.07906 3.02440
N -1.77735 0.39023 -1.05478
C 2.24349 -2.00986 0.96459
C -3.79902 1.74474 -1.61906
H -1.73463 2.40509 -1.60101
H 3.05789 1.03083 5.74884
H -1.83748 3.12877 -3.94502
H 3.00484 2.96549 2.01462
C 3.93717 1.04306 2.39456
C -3.95233 2.71274 -3.89388
H 0.80475 -0.75961 -3.69771
H -3.62672 -1.24562 -3.49999
C -4.54277 -0.91277 -3.01934
O -1.56875 0.28237 -3.30162
H 1.08703 -3.70152 4.21958
H 2.35001 3.16038 4.44103
C -2.37819 1.71434 -1.04747
H -2.86463 4.45326 -4.47367
Cl -0.06904 -1.13348 4.08425
C 1.40356 -3.23946 3.29816
C 1.79625 2.22189 4.50130
C 2.79627 1.07927 4.69025
C -0.54177 -2.21850 -0.96368

Properties
Total charge = +1
Structure (SMILES) = CC[NH+](CC)CCNC(=O)c1ccc(NC(=O)c2ccc(Cl)c(S(=O)(=O)N3CCCCCC3)c2)cc1
Calculated total energy = -65050.18122 eV
ΔE to the lowest compared entry with this formula, charge and spin = 0.1222 eV
Orbital gap = 8.845 eV
HOMO energy = -11.14 eV

=====

Record 3
Molecular formula: C26H36CoN3Sb
Method: DFT, the ωB97M-V functional and the def2-TZVPD basis

Element x y z (Å)
H 1.16123 -4.49765 1.90042
C -0.97015 1.74564 -2.41389
H -2.10199 0.21665 2.14306
N 0.21137 1.23295 -2.07237
C -1.64902 -1.61923 -0.82391
H -1.15754 -1.36107 -1.76768
Sb -0.28456 -0.90190 0.66806
H -2.50701 -3.44487 -1.58033
C -1.84915 -3.13156 -0.76555
C -3.28019 3.76929 -0.21081
H -3.53809 -1.16660 0.15940
H -0.93330 0.87266 -5.66059
H -3.44456 3.02999 -2.23142
C 2.32104 0.25519 -2.31608
C -1.41992 1.63130 -3.71712
C 2.38937 -2.03087 1.58101
C -0.60713 0.97385 -4.63387
N 2.44286 0.70155 -1.03699
C 0.48680 -3.63778 1.89506
C -1.62146 2.44819 -1.27787
H 0.13438 0.59898 3.31786
C 1.01968 0.61773 -2.93494
H 5.39542 -1.01920 -2.77082
C 4.70329 -0.00297 -1.02151
H -1.75928 -2.66399 3.14301
H 3.09982 -2.85699 1.66959
H 0.05599 -1.05394 3.92776
H -1.14014 0.12770 4.43667
H 2.84646 -1.27245 0.95083
C -2.84069 3.07362 -1.33587
H -2.32462 -3.43869 0.16688
C -0.34009 3.20409 2.10202
H -0.48702 -3.99099 1.56041
H 2.25610 -1.61137 2.58135
H -2.36979 2.04633 -4.02294
H -4.23579 4.27660 -0.22612
H 5.64572 -0.07006 -0.49481
H 1.26828 -0.02594 -4.97479
H 0.39471 -3.29763 2.92747
C 3.61425 0.60699 -0.39982
C 1.06846 -2.53672 1.00875
C 3.72500 1.19449 0.97292
H -2.85282 0.21829 -0.67948
C -2.35027 -1.80971 2.82053
C -1.26154 3.15031 0.92423
H -3.59988 -1.09056 -1.59432
H 1.22945 -2.92621 -0.00083
C 3.34817 -0.38475 -2.96035
H -3.00476 -2.13325 2.01173
C -1.46417 -0.62582 2.43128
C -2.48204 3.82311 0.91179
H -0.91615 -3.68514 -0.87160
H -0.89278 3.25324 3.03852
H 0.30975 2.32611 2.13953
H 0.29276 4.09213 2.04127
C -2.97580 -0.86562 -0.72572
H 4.24464 2.15347 0.92717
H 4.28842 0.54088 1.63719
H 2.74322 1.36562 1.42255
C 4.56284 -0.52380 -2.28842
H -2.99184 -1.52731 3.65919
Co 0.73694 1.31996 -0.26362
C 0.62955 0.46322 -4.25311
H 3.22661 -0.75539 -3.96857
H -2.79023 4.37968 1.78601
C -0.54728 -0.21114 3.58377
N -0.86157 2.46130 -0.15119

Properties
Total charge = +2
Multiplicity = 2
Calculated total energy = -76168.53845 eV
Orbital gap (spin up / spin down) = 7.168 / 7.859 eV
HOMO energy (spin up / spin down) = -14.02 / -14.76 eV